1.
{
  "formula": "C13H29NO8P2",
  "method": "ωB97M-V with the def2-TZVPD basis set",
  "total_energy_ha": -1852.12370,
  "lumo_ev": 0.27,
  "e_homo_ev": -8.4575,
  "smiles": "C=CP(CCCCC)P(=N)(O)O.COC(=O)OC.COC(=O)OC",
  "mol_weight_g_mol": 389.32,
  "elements": ["C", "C", "P", "C", "C", "C", "C", "C", "P", "N", "O", "O", "H", "H", "H", "H", "H", "H", "H", "H", "H", "H", "H", "H", "H", "H", "H", "H", "H", "C", "O", "C", "O", "O", "C", "H", "H", "H", "H", "H", "H", "C", "O", "C", "O", "O", "C", "H", "H", "H", "H", "H", "H"],
  "xyz": [[2.759643, -0.981466, -0.409309], [3.451922, -0.567999, -1.468700], [3.139582, -0.873359, -3.234358], [2.977982, 0.838997, -3.905383], [4.239643, 1.674002, -3.596055], [3.978876, 2.754977, -2.542929], [3.405769, 4.057283, -3.143665], [2.456872, 4.746636, -2.155363], [1.156615, -1.751414, -3.484651], [1.263200, -3.141461, -4.147237], [0.331236, -1.788150, -2.090619], [0.254078, -0.747793, -4.380060], [2.195309, -1.903459, -0.408604], [2.742532, -0.387828, 0.498980], [4.344586, 0.029794, -1.296872], [2.059564, 1.332857, -3.583289], [2.900206, 0.683545, -4.982800], [5.040577, 1.019193, -3.244889], [4.565272, 2.156479, -4.518497], [4.941624, 3.012899, -2.092218], [3.327909, 2.400459, -1.740435], [2.900873, 3.835798, -4.085804], [4.239966, 4.739497, -3.313483], [1.471468, 4.279076, -2.165863], [2.859151, 4.621871, -1.146208], [2.375287, 5.819291, -2.326530], [2.216567, -3.433745, -4.314565], [-0.427691, -2.388816, -2.166435], [-0.547997, -0.493684, -3.904666], [-1.369646, 2.195832, 4.262340], [-0.513929, 1.599421, 3.282627], [-1.119266, 0.723328, 2.484376], [-2.283958, 0.415820, 2.531846], [-0.224239, 0.241987, 1.628236], [-0.743730, -0.727703, 0.708445], [-0.743503, 2.877117, 4.829912], [-2.175405, 2.747886, 3.782394], [-1.782307, 1.436638, 4.924126], [-1.527496, -0.288351, 0.093490], [-1.130733, -1.592804, 1.245366], [0.085699, -1.027201, 0.082087], [-4.422221, -1.100186, 3.504277], [-5.316360, -1.862659, 4.331613], [-5.263071, -3.173887, 4.129835], [-4.553656, -3.743448, 3.340254], [-6.132814, -3.762514, 4.954311], [-6.177566, -5.186626, 4.840482], [-4.565852, -0.059468, 3.770588], [-3.393357, -1.385175, 3.693638], [-4.661431, -1.246156, 2.453468], [-5.208823, -5.621965, 5.078215], [-6.478847, -5.482818, 3.837503], [-6.918113, -5.520545, 5.561078]],
  "forces_ev_per_a": [[0.12, -0.04, 0.15], [-0.38, -0.06, -0.04], [0.92, -0.60, -0.12], [0.00, 0.02, -0.13], [-0.52, -0.03, 0.34], [0.39, 0.36, -0.34], [-0.12, -0.09, 0.68], [0.27, -0.21, 0.10], [0.00, -0.73, -0.46], [0.12, 0.22, 0.12], [-0.35, 0.39, -0.11], [-0.11, 0.05, 0.45], [-0.76, 0.42, -0.28], [0.78, -0.53, 0.37], [-0.49, 0.81, -0.12], [0.07, 0.07, 0.07], [-0.14, -0.02, 0.02], [0.11, 0.02, -0.22], [0.21, -0.05, 0.05], [-0.10, -0.06, 0.23], [0.00, -0.20, -0.09], [0.03, 0.18, -0.06], [-0.02, -0.08, -0.43], [-0.05, 0.12, -0.01], [-0.06, 0.08, 0.02], [-0.20, -0.04, -0.15], [-0.07, -0.15, -0.05], [0.27, -0.16, 0.03], [0.12, 0.23, -0.13], [0.01, 0.08, 0.09], [0.01, 0.01, 0.00], [0.03, -0.02, -0.03], [0.10, 0.14, -0.06], [0.02, 0.01, -0.01], [0.01, -0.10, 0.01], [0.05, -0.02, -0.04], [-0.03, -0.05, -0.01], [-0.04, -0.02, -0.04], [-0.05, 0.00, 0.06], [-0.09, 0.06, 0.03], [0.07, 0.10, 0.02], [-0.06, 0.00, 0.05], [-0.04, 0.04, -0.01], [-0.01, 0.01, 0.01], [0.00, 0.00, 0.00], [0.00, 0.01, 0.01], [-0.06, -0.09, 0.06], [-0.06, -0.03, 0.08], [-0.01, -0.07, -0.03], [0.07, -0.05, -0.01], [0.02, 0.01, -0.06], [0.06, 0.01, -0.02], [-0.01, 0.06, 0.02]]
}

***

2.
{
  "formula": "C13H29O21P2V",
  "method": "ωB97M-V with the def2-TZVPD basis set",
  "total_energy_ha": -3719.48358,
  "lumo_ev": -0.03,
  "e_homo_ev": -2.3448,
  "mol_weight_g_mol": 634.25,
  "total_charge": -2,
  "elements": ["O", "V", "O", "O", "C", "O", "O", "H", "O", "C", "O", "O", "H", "O", "C", "O", "O", "H", "C", "O", "P", "O", "O", "C", "O", "C", "H", "H", "H", "H", "H", "H", "H", "H", "H", "C", "O", "P", "O", "O", "C", "O", "C", "H", "H", "H", "H", "H", "H", "H", "H", "H", "O", "C", "O", "C", "C", "C", "H", "H", "H", "H", "H", "H", "H", "H"],
  "xyz": [[2.284146, -0.296620, 1.497412], [1.784817, -1.836832, 1.858843], [1.335599, -2.634113, 0.538507], [-4.390078, 0.691736, 4.160536], [-3.196439, 0.205809, 4.415201], [-2.790026, 0.401594, 5.594986], [-2.513307, -0.343686, 3.557127], [-4.354174, 1.019110, 5.062274], [7.715891, -4.696284, 2.870734], [6.414840, -4.482845, 2.905792], [5.951562, -3.369181, 3.121515], [5.633815, -5.359628, 2.533544], [8.124850, -3.864309, 3.120047], [2.069211, -6.666342, 7.067779], [1.563302, -5.480106, 6.991025], [1.091049, -5.005442, 6.001928], [1.427572, -4.901829, 8.061205], [2.279123, -6.678533, 8.004469], [-5.205342, -10.395876, 0.680562], [-3.835954, -10.025946, 1.101501], [-2.643476, -9.631890, -0.063062], [-1.394833, -9.141924, 0.606740], [-3.351577, -8.531651, -1.122564], [-3.629814, -7.172405, -0.618112], [-2.661083, -10.904721, -1.046384], [-1.951677, -12.090114, -0.708881], [-5.423146, -10.482641, -0.383921], [-5.915994, -9.709485, 1.140931], [-5.330713, -11.403030, 1.078072], [-4.703107, -7.101268, -0.441791], [-3.325353, -6.542955, -1.454292], [-3.086126, -6.814570, 0.256226], [-2.491080, -12.888980, -1.217758], [-2.031816, -12.373574, 0.340560], [-0.931322, -12.233057, -1.064618], [3.406458, 8.835038, -3.426776], [4.411368, 8.231007, -4.169373], [4.339766, 6.732388, -4.884953], [2.944143, 6.242436, -5.075959], [5.254523, 7.059439, -6.194969], [5.115852, 6.292522, -7.349504], [5.378653, 5.884002, -3.874672], [4.987125, 5.503365, -2.571124], [3.022022, 9.650514, -4.039401], [3.816233, 9.214334, -2.490653], [2.557092, 8.181233, -3.228724], [5.102338, 5.228712, -7.112435], [5.867403, 6.410743, -8.130082], [4.147067, 6.422175, -7.831934], [4.044065, 5.882189, -2.177150], [5.760596, 5.910327, -1.919794], [5.092533, 4.439306, -2.359520], [-2.595461, 9.000983, 0.132912], [-3.758086, 8.535895, 0.022091], [-4.165921, 7.198226, 0.316034], [-3.159434, 6.413792, 1.010601], [-2.094255, 5.713910, 0.139589], [-4.878891, 9.358208, -0.579599], [-3.567115, 5.686221, 1.712406], [-2.658217, 7.081325, 1.711509], [-1.337291, 5.464354, 0.883117], [-1.571989, 6.462895, -0.455678], [-2.585971, 5.048718, -0.570220], [-4.723462, 10.416452, -0.369679], [-5.684982, 9.054794, 0.088433], [-4.985502, 9.186080, -1.650627]],
  "forces_ev_per_a": [[-1.38, -4.29, 0.79], [0.60, 2.33, -2.62], [0.87, 1.66, 2.30], [-2.21, 0.77, -0.74], [4.77, -1.69, 0.50], [-0.66, 0.53, 0.89], [-0.03, -0.69, -1.91], [-1.75, 1.14, 1.08], [2.40, -0.54, 0.36], [-3.68, -0.63, -1.88], [0.56, 3.54, 1.38], [0.42, -2.37, -0.16], [0.07, 0.22, 0.09], [1.92, -3.64, -0.71], [-1.94, 2.05, 1.42], [-0.74, 0.62, -4.99], [0.56, 1.46, 3.85], [0.22, -0.43, 0.34], [0.98, -0.45, 0.64], [0.81, 0.71, -2.65], [-1.24, 1.99, 1.11], [-2.28, -1.42, -1.31], [0.96, -1.39, 2.39], [0.07, -0.36, -0.89], [0.70, 1.02, 0.39], [-0.73, -1.71, -0.04], [0.62, 0.44, -0.17], [0.20, 0.01, 0.02], [-0.27, 0.08, 0.17], [0.08, 0.04, -0.02], [-0.26, 0.12, 0.12], [0.21, -0.71, 0.09], [-0.19, 0.01, -0.14], [0.20, 0.53, 0.19], [0.13, 1.07, 0.09], [-1.25, 0.46, -0.01], [1.38, -2.60, -1.63], [0.31, 1.47, 1.91], [2.11, 0.25, 0.08], [-0.38, 0.25, 2.08], [-1.17, -2.03, -1.13], [-1.76, 0.81, -2.82], [0.90, 0.19, 1.60], [-0.09, 0.29, 0.28], [0.01, -0.03, -0.06], [0.09, -0.20, 0.10], [0.30, -0.17, 0.14], [0.38, 0.70, 0.64], [-0.13, 0.51, 0.08], [-0.22, -0.05, -0.60], [-0.01, 0.35, 0.12], [-0.48, -0.19, -0.78], [-3.71, -2.15, 0.24], [3.36, -0.12, -0.57], [1.12, 2.20, -0.09], [1.20, 0.29, 0.45], [-0.86, 2.20, 0.14], [0.17, -0.46, 1.61], [-1.03, -0.06, -0.63], [0.23, 0.32, -0.27], [-0.11, -1.34, -0.40], [-0.16, 0.22, -0.18], [0.60, -0.76, 0.56], [0.39, -0.13, -0.23], [-0.88, 0.00, -0.90], [-0.33, -0.24, 0.28]]
}